Computed, not measured: 2 unconnected molecules or ions with the total composition C4H13N2O, with ωB97M-V/def2-TZVPD.

Properties
- E_tot (Ha) = -344.7314
- relative energy (zero: lowest compared OMol25 entry of this formula, charge and spin) (eV) = 0.964
- total charge = +1

Bonds (Å) are listed after each position.
CARTESIAN COORDINATES (ANGSTROEM)
1 C 0.725 1.124 2.454  C2 1.534, H7 1.091, H8 1.092, H9 1.090
2 C 1.074 0.462 1.116  C1 1.534, C3 1.543, H10 1.089, H11 1.089
3 C 0.038 0.879 0.051  C2 1.543, N6 1.482, H12 1.089, H13 1.088
4 N -1.071 -1.795 -1.179  C5 1.322, H14 1.014, H15 1.021
5 C -1.463 -1.152 -0.093  N4 1.322, N6 1.310, H16 1.083
6 N -1.213 0.099 0.203  C3 1.482, C5 1.310, H17 1.012
7 H -0.308 1.042 2.795  C1 1.091
8 H 1.341 0.689 3.244  C1 1.092
9 H 0.989 2.181 2.415  C1 1.090
10 H 1.158 -0.624 1.144  C2 1.089
11 H 2.025 0.861 0.765  C2 1.089
12 H 0.397 0.774 -0.973  C3 1.089
13 H -0.282 1.911 0.180  C3 1.088
14 H -1.190 -2.801 -1.128  N4 1.014
15 H -0.260 -1.472 -1.708  N4 1.021
16 H -2.125 -1.683 0.579  C5 1.083
17 H -1.911 0.498 0.817  N6 1.012
18 H 1.414 -0.083 -3.486  O20 0.974
19 H 0.116 -0.516 -4.028  O20 0.970
20 O 0.547 -0.394 -3.168  H18 0.974, H19 0.970

natural (NBO) atomic charge list, values in e, 2 entries: -0.623 -0.408

=====

Computed, not measured: 2 unconnected molecules or ions with the total composition C6H13NO3, with ωB97M-V/def2-TZVPD.

Properties
- E_tot (Ha) = -516.8458
- SMILES string = C[C@H]1C[C@@H](CNC=O)O1.O
- relative energy (zero: lowest compared OMol25 entry of this formula, charge and spin) (eV) = 2.540

Bonds (Å) are listed after each position.
CARTESIAN COORDINATES (ANGSTROEM)
1 C -2.826 -2.078 -1.132  C2 1.507, H8 1.099, H9 1.100, H10 1.099
2 C -1.867 -1.751 -0.016  C1 1.507, C3 1.536, O7 1.452, H11 1.101
3 C -1.043 -2.878 0.626  C2 1.536, C4 1.532, H12 1.094, H13 1.098
4 C 0.179 -2.076 0.167  C3 1.532, C5 1.513, O7 1.443, H14 1.102
5 C 1.185 -2.767 -0.728  C4 1.513, N6 1.447, H15 1.100, H16 1.099
6 N 2.031 -1.893 -1.513  C5 1.447, H18 1.011, C19 1.426
7 O -0.658 -1.108 -0.498  C2 1.452, C4 1.443
8 H -2.321 -2.654 -1.920  C1 1.099
9 H -3.660 -2.673 -0.731  C1 1.100
10 H -3.237 -1.159 -1.572  C1 1.099
11 H -2.346 -1.100 0.733  C2 1.101
12 H -1.156 -3.014 1.706  C3 1.094
13 H -1.155 -3.842 0.114  C3 1.098
14 H 0.719 -1.578 0.988  C4 1.102
15 H 1.845 -3.363 -0.082  C5 1.100
16 H 0.653 -3.423 -1.430  C5 1.099
17 H 0.494 -0.745 -3.393  O22 1.025
18 H 1.979 -1.910 -2.523  N6 1.011
19 C 3.193 -1.230 -1.020  N6 1.426, O20 1.225, H21 1.108
20 O 3.761 -1.548 0.018  C19 1.225
21 H 3.739 -0.721 -1.839  C19 1.108
22 O 0.195 0.200 -3.129  H17 1.025, H23 0.984
23 H 0.576 0.770 -3.835  O22 0.984

natural (NBO) atomic charge list, values in e, 2 entries: -0.627 0.110